(1)
11 unconnected molecules or ions with the total composition C37H99N3O19 in a non-equilibrium geometry, computed with ωB97M-V with the def2-TZVPD basis set.

Calculated values
* Kohn-Sham gap: 8.70 eV
* E_LUMO: 0.03 eV

Structure (XYZ):
```
158
C37H99N3O19, DFT ωB97M-V with the def2-TZVPD basis set
C -0.2355 -10.8764 3.2573
O -0.4050 -9.8159 4.1654
C -1.0817 -8.7271 3.5632
C -2.5643 -8.7362 3.6403
N -3.2529 -7.4641 3.4396
C -3.1366 -6.9888 2.0145
C -4.4176 -7.1885 1.0767
O -4.0377 -7.4763 -0.1788
C -3.2369 -6.5549 -0.8717
H -1.1539 -11.0433 2.6944
H 0.0275 -11.7086 3.9103
H 0.6065 -10.8317 2.5666
H -0.6438 -8.5002 2.5912
H -0.7991 -7.8791 4.1870
H -2.8864 -9.1159 4.6099
H -3.0687 -9.4757 3.0183
H -2.7120 -6.8746 4.0560
H -2.3007 -7.5307 1.5721
H -2.8769 -5.9302 2.0027
H -4.9273 -6.2251 1.0635
H -5.1348 -7.8862 1.5090
H -3.4986 -6.7345 -1.9144
H -2.1855 -6.7232 -0.6385
H -3.4684 -5.5187 -0.6250
C 3.6127 -4.3399 -3.0525
O 4.0375 -5.4488 -2.1943
C 3.5112 -5.5382 -0.8808
C 3.8636 -4.3517 -0.0231
N 5.2070 -4.4247 0.3459
C 5.6693 -3.1897 0.8951
C 5.9955 -2.1134 -0.2438
O 6.5350 -0.7942 0.1989
C 5.6310 -0.0806 0.9653
H 4.1151 -4.4604 -4.0123
H 4.0101 -3.4453 -2.5730
H 2.5410 -4.2633 -3.2359
H 3.9181 -6.3443 -0.2703
H 2.5165 -5.9837 -0.8994
H 3.2087 -4.1322 0.8202
H 3.6599 -3.3995 -0.5130
H 5.8501 -4.6413 -0.4022
H 6.5974 -3.2584 1.4624
H 4.9795 -2.6508 1.5447
H 5.2747 -1.9232 -1.0391
H 6.8341 -2.4646 -0.8450
H 4.6045 -0.0922 0.5989
H 5.9578 0.9590 0.9901
H 5.6448 -0.4317 1.9971
C 1.6334 5.7448 2.8246
O 0.9495 6.5930 3.7018
C 0.1010 7.5482 3.0660
C -0.8975 8.1516 4.1297
N -0.3167 8.9855 5.2725
C 0.6123 9.9195 4.7267
C 1.1545 10.8460 5.8371
O 1.9399 10.1045 6.7413
C 2.2421 10.8671 7.8974
H 0.9180 5.4216 2.0684
H 2.2051 5.0673 3.4588
H 2.1710 6.4587 2.2006
H -0.5304 7.0246 2.3482
H 0.7255 8.2885 2.5660
H -1.3859 7.2955 4.5953
H -1.8264 8.5847 3.7588
H 0.0723 8.1377 5.6597
H 0.1120 10.6110 4.0487
H 1.4932 9.5675 4.1899
H 0.3523 11.3648 6.3618
H 1.6958 11.6479 5.3351
H 3.0184 10.4031 8.5059
H 1.3229 10.8844 8.4830
H 2.4717 11.8783 7.5617
C -6.7853 -2.5405 4.1233
C -6.7078 -1.4237 5.1080
C -5.7887 -1.7636 6.2527
O -6.4223 -0.1229 4.6013
H -7.3879 -2.3083 3.2451
H -7.3757 -3.2395 4.7157
H -5.8522 -2.9317 3.7180
H -7.7409 -1.2602 5.4148
H -5.2020 -1.0259 6.8002
H -5.0135 -2.4792 5.9789
H -6.4745 -2.2506 6.9459
H -5.5014 0.1456 4.6413
C 3.1582 -2.3218 7.1377
C 2.0393 -1.5667 6.4258
C 2.3781 -0.0885 5.9066
O 1.8545 -2.3660 5.1920
H 3.5043 -1.7960 8.0275
H 4.1539 -2.4860 6.7258
H 2.7089 -3.1777 7.6413
H 1.0730 -1.6191 6.9275
H 1.7193 0.2064 5.0898
H 3.3282 0.0088 5.3812
H 2.2708 0.6515 6.6997
H 2.6132 -2.9529 5.1520
C 5.6042 4.3580 -3.3064
C 6.1667 5.3654 -4.3849
C 5.2525 5.5667 -5.5237
O 6.3887 6.6310 -3.6171
H 5.4460 3.3538 -3.6995
H 4.6303 4.6151 -2.8898
H 6.2420 4.0516 -2.4773
H 7.1348 5.0757 -4.7932
H 5.6555 6.2411 -6.2792
H 4.3594 6.0370 -5.1123
H 4.9930 4.6263 -6.0099
H 7.1097 6.4836 -3.0006
O 1.1992 -0.7097 -6.6463
C 1.7134 -0.7787 -7.9416
C 1.0290 0.4050 -8.7017
O 1.6054 1.6073 -8.3630
H 0.3715 -1.1954 -6.6229
H 2.7960 -0.8637 -7.8480
H 1.3715 -1.7340 -8.3398
H -0.0599 0.3602 -8.6852
H 1.0138 0.2106 -9.7742
H 1.3357 1.7818 -7.4583
O 1.1370 0.4172 -1.2619
C -0.1718 -0.2143 -0.8981
C -0.2233 -0.3834 0.6232
O -1.2351 -1.2142 1.1132
H 1.1735 0.3474 -2.2186
H -1.0915 0.1594 -1.3483
H -0.1840 -1.1679 -1.4259
H -0.3514 0.6145 1.0425
H 0.7149 -0.7917 0.9990
H -1.0975 -1.3141 2.0580
O -3.0257 -2.1491 -6.6418
C -3.6935 -3.2332 -7.3105
C -4.0221 -2.9348 -8.8037
O -2.8076 -2.6218 -9.4734
H -3.6888 -1.9529 -5.9759
H -3.0012 -4.0734 -7.2555
H -4.5276 -3.5811 -6.7011
H -4.7648 -2.1379 -8.8416
H -4.5391 -3.7434 -9.3204
H -2.9670 -2.4011 -10.3940
O -7.8878 1.9889 -4.0569
C -6.5947 1.9891 -3.3954
C -6.4501 0.7749 -2.4576
O -6.2679 -0.4740 -3.1685
H -7.7797 2.3541 -4.9382
H -5.8463 1.9717 -4.1876
H -6.5583 2.9062 -2.8075
H -7.3416 0.6574 -1.8415
H -5.7038 0.9453 -1.6816
H -7.1389 -0.8762 -3.2037
O -0.4732 6.8614 -3.7051
C -0.6561 6.5408 -5.0793
C -1.1866 5.1127 -5.1835
O -0.0958 4.2910 -4.9125
H 0.2074 7.5075 -3.5029
H -1.3081 7.2299 -5.6161
H 0.2064 6.7409 -5.7151
H -1.6699 4.9309 -6.1435
H -1.9104 4.9525 -4.3844
H 0.2959 4.4143 -4.0448
```



(2)
17 unconnected molecules or ions with the total composition C38H102F6O19 in a non-equilibrium geometry, computed with ωB97M-V with the def2-TZVPD basis set.

Calculated values
* net charge: -2
* energy relative to the best compared isomer or geometry (same formula, charge and spin): 0.000 eV
* Kohn-Sham gap: 4.63 eV
* E_LUMO: 2.81 eV

Structure (XYZ):
```
165
C38H102F6O19, DFT ωB97M-V with the def2-TZVPD basis set
C 0.7457 0.7190 0.5204
O 0.6888 0.1148 -0.7710
O 1.5863 1.8506 0.4260
C -0.6890 0.8041 1.2041
F -0.6009 1.5195 2.3334
F -1.5951 1.4524 0.4201
F -1.2056 -0.3753 1.4949
C 0.6204 -1.3046 -0.8650
C -0.1606 -1.6277 -2.1392
H 0.4244 -1.5274 -3.0534
H -0.5308 -2.6521 -2.0997
H -1.1005 -1.0774 -2.1832
H 0.1161 -1.8079 -0.0401
H 1.5924 -1.7960 -0.9087
H 1.4015 0.0703 1.1011
C -2.6985 3.8865 6.9480
O -2.0471 3.0407 6.0285
O -3.2760 4.9334 6.2115
C -3.6674 3.1607 7.9848
F -2.8919 2.6962 8.9306
F -4.5215 3.9705 8.6009
F -4.4209 2.1922 7.4812
C -1.0641 2.1402 6.5677
C -0.4531 1.2952 5.4645
H -1.1791 0.8017 4.8184
H 0.1727 1.9571 4.8659
H 0.2175 0.5327 5.8607
H -1.4030 1.4034 7.2959
H -0.2510 2.6549 7.0797
H -1.8705 4.2861 7.5335
C -4.5297 -2.3151 -3.5873
C -3.8414 -3.6701 -3.6972
O -2.8185 -3.7602 -2.6733
H -3.9312 -1.4221 -3.4069
H -5.1952 -2.3529 -2.7249
H -5.1321 -2.0706 -4.4622
H -3.4460 -3.8314 -4.7001
H -4.5982 -4.4163 -3.4553
H -2.0615 -4.2118 -3.0536
C 2.3025 2.3809 -4.6691
C 2.0221 1.6023 -3.3634
O 1.6728 2.6084 -2.4267
H 2.3244 1.5954 -5.4245
H 3.2001 2.9964 -4.6102
H 1.4336 2.9700 -4.9626
H 2.9223 1.0313 -3.1362
H 1.1653 0.9315 -3.4270
H 1.5914 2.2258 -1.5500
C -4.7785 2.2084 3.6908
C -3.6090 2.7410 2.8733
O -3.2426 3.9884 3.3890
H -5.6571 2.8304 3.5197
H -4.5795 2.2793 4.7602
H -4.9302 1.1624 3.4243
H -3.8514 2.8011 1.8123
H -2.8193 1.9967 2.9759
H -3.1805 3.9494 4.3462
C -2.0643 2.0054 -3.2687
C -1.8699 2.8709 -4.4866
O -2.5111 2.2556 -5.6040
H -1.6897 1.0057 -3.4888
H -3.1208 1.8935 -3.0250
H -1.5410 2.3753 -2.3870
H -0.8211 2.9927 -4.7571
H -2.3126 3.8417 -4.2637
H -2.0065 1.4842 -5.8721
C -0.0909 -1.8386 4.2252
C -0.2460 -3.1769 3.4852
O 0.6389 -4.0452 4.1842
H -0.9097 -1.1939 3.9057
H 0.9054 -1.4055 4.1362
H -0.1406 -2.0661 5.2901
H 0.1231 -2.9747 2.4798
H -1.2769 -3.5250 3.4199
H 0.5277 -4.9335 3.8375
C 3.6536 -3.2353 -4.0410
C 4.7278 -2.2469 -3.5531
O 5.6750 -2.1977 -4.6158
H 4.0607 -4.2444 -4.1044
H 3.2068 -2.9627 -4.9971
H 2.8693 -3.2104 -3.2845
H 5.2887 -2.5723 -2.6769
H 4.4167 -1.2225 -3.3483
H 6.2102 -1.4016 -4.5762
C -4.4563 0.9454 -0.9029
C -4.9677 0.3962 0.4681
O -5.8018 -0.7172 0.1325
H -3.9506 0.1596 -1.4641
H -3.6915 1.6936 -0.6947
H -5.3109 1.3203 -1.4661
H -5.5487 1.1248 1.0337
H -4.0710 0.0667 0.9929
H -5.2224 -1.4589 -0.0566
C -1.1238 -2.1158 -5.7343
C -0.0819 -1.0185 -6.0413
O -0.7532 0.1141 -6.4837
H -0.6045 -3.0570 -5.5535
H -1.7859 -2.3731 -6.5610
H -1.7244 -1.9555 -4.8389
H 0.5853 -1.3106 -6.8522
H 0.4985 -0.8029 -5.1442
H -0.9968 -0.0651 -7.3948
C 1.0044 -6.8204 -1.4358
C 1.9029 -5.7244 -2.0765
O 1.9849 -5.9835 -3.4390
H 1.3251 -7.8339 -1.6766
H -0.0362 -6.7120 -1.7418
H 1.0820 -6.8047 -0.3487
H 2.9102 -5.7707 -1.6624
H 1.4886 -4.7245 -1.9473
H 2.8896 -6.2768 -3.5701
C -3.8078 -2.9808 1.8741
C -3.0128 -3.0805 0.6203
O -3.8291 -2.6729 -0.4605
H -3.2790 -3.4087 2.7257
H -4.7461 -3.5180 1.7359
H -3.9762 -1.9114 2.0014
H -2.5849 -4.0702 0.4605
H -2.1595 -2.4033 0.5821
H -3.4489 -2.9799 -1.2868
C 4.2550 6.0524 0.9760
C 3.5442 4.7200 1.3499
O 2.2860 4.5661 0.6861
H 5.1167 6.2973 1.5971
H 3.6766 6.9755 0.9365
H 4.7486 5.9230 0.0129
H 3.4706 4.6653 2.4361
H 4.1828 3.9275 0.9597
H 2.1185 3.6297 0.5565
C 6.0031 -0.0798 -0.9818
C 4.5231 0.2354 -0.6734
O 4.3524 1.6058 -0.6950
H 6.2360 -1.1439 -0.9429
H 6.5699 0.5196 -0.2693
H 6.1793 0.3623 -1.9624
H 4.3294 -0.1805 0.3154
H 3.8598 -0.2379 -1.3974
H 3.4728 1.7461 -0.3369
C -3.7032 4.9507 -0.4745
C -2.2006 5.0356 -0.2625
O -1.9504 6.0835 0.6107
H -4.1381 4.8868 0.5229
H -3.8569 4.0126 -1.0079
H -4.0985 5.7466 -1.1057
H -1.6922 5.1130 -1.2236
H -1.8067 4.1370 0.2123
H -1.6085 6.8194 0.0977
C 4.2103 -3.5579 0.0316
C 3.4239 -3.4244 1.3381
O 4.4101 -3.4401 2.3383
H 3.6216 -3.3255 -0.8559
H 4.5651 -4.5802 -0.0993
H 4.9834 -2.7939 -0.0509
H 2.6553 -4.1810 1.4961
H 3.0541 -2.4104 1.4905
H 3.9733 -3.4508 3.1931
C 4.4843 0.6992 4.4847
C 4.0015 0.6764 3.0566
O 3.3082 1.8762 2.9061
H 3.6293 0.7960 5.1538
H 5.1201 1.5650 4.6697
H 5.0100 -0.2311 4.6998
H 3.3110 -0.1582 2.9349
H 4.7228 0.5769 2.2454
H 2.8722 1.8913 2.0510
```



(3)
14 unconnected molecules or ions with the total composition C38H102N2O14 in a non-equilibrium geometry, computed with ωB97M-V with the def2-TZVPD basis set.

Calculated values
* 2S+1: 2
* net charge: +1
* Kohn-Sham gap (spin up / spin down): 7.93 / 3.77 eV
* expectation value of S²: 0.7549
* E_LUMO (spin up / spin down): -2.02 / -6.19 eV

Structure (XYZ):
```
156
C38H102N2O14, DFT ωB97M-V with the def2-TZVPD basis set
C 3.8773 4.8459 4.9387
C 3.2082 5.1050 3.5618
O 3.7970 4.2106 2.6377
H 3.5270 5.4756 5.7565
H 4.9581 4.9724 4.8759
H 3.7122 3.7803 5.0979
H 3.4465 6.1012 3.1892
H 2.1246 5.0068 3.6267
H 4.6679 3.8682 2.8520
C 0.0253 -5.3518 3.8305
C 0.3659 -6.6293 2.9229
O 1.4432 -7.4513 3.3039
H 0.7365 -4.5272 3.8772
H -0.0643 -5.7101 4.8561
H -0.9346 -4.9073 3.5675
H 0.6309 -6.2899 1.9215
H -0.4315 -7.3721 2.9035
H 1.8108 -7.8030 2.4897
C 4.8943 -0.8869 1.4969
C 5.9216 -1.5086 0.5933
O 6.7076 -2.3959 1.4327
H 4.3153 -0.1139 0.9918
H 5.3083 -0.2392 2.2697
H 4.3837 -1.7517 1.9206
H 6.6185 -0.8094 0.1312
H 5.7381 -2.1619 -0.2597
H 7.3332 -2.8778 0.8868
C 0.8931 4.3899 -1.3826
C 0.4324 5.7352 -0.7861
O 1.1581 6.6822 -1.4838
H 0.9238 4.2174 -2.4584
H 0.3725 3.5541 -0.9151
H 1.9247 4.1965 -1.0882
H 0.6176 5.7769 0.2873
H -0.6257 5.9860 -0.8603
H 1.7362 7.3113 -1.0459
C 5.2511 2.7110 -0.7319
C 6.2974 2.4074 -1.8999
O 7.5576 1.9906 -1.3559
H 5.7505 3.0263 0.1842
H 4.6930 1.8057 -0.4927
H 4.4751 3.4316 -0.9901
H 6.4445 3.2955 -2.5145
H 5.8629 1.5257 -2.3710
H 8.1402 1.8198 -2.0996
C -0.9862 -5.0696 -0.7853
C -1.7326 -6.0017 -1.6912
O -0.9614 -7.2053 -1.7918
H -0.1330 -4.7449 -1.3808
H -0.4549 -5.5067 0.0601
H -1.6259 -4.2426 -0.4771
H -2.0748 -5.5172 -2.6056
H -2.5341 -6.4460 -1.1010
H -0.8679 -7.5178 -2.6947
C 4.3177 -4.8932 4.7912
C 4.9366 -5.0139 6.2596
O 6.2930 -5.3653 6.3456
H 4.6259 -3.9275 4.3906
H 3.2446 -4.7784 4.6386
H 4.5987 -5.7083 4.1243
H 4.3604 -5.7521 6.8174
H 4.8377 -4.0688 6.7936
H 6.3549 -6.1079 5.7404
C 0.5089 -0.8839 -4.4087
C -0.9284 -0.9330 -5.1037
O -1.0314 -2.1415 -5.7736
H 1.4271 -0.9646 -4.9905
H 0.4568 -1.5322 -3.5340
H 0.4802 0.0916 -3.9231
H -1.1615 -0.0690 -5.7260
H -1.7575 -1.0312 -4.4030
H -1.8615 -2.2151 -6.2502
C -5.8549 -0.6984 1.7250
C -4.4098 -0.5642 1.3048
O -3.8127 -1.7851 1.1834
H -6.2277 -1.5256 1.1210
H -6.4899 0.1461 1.4572
H -5.9356 -0.7292 2.8116
H -3.9348 0.0910 2.0350
H -4.4425 -0.0938 0.3220
H -4.3531 -2.4580 1.6038
C -3.5389 -1.9789 -2.4282
C -4.4800 -3.1894 -2.3742
O -4.5654 -3.8402 -3.6023
H -3.4356 -1.5966 -1.4127
H -4.0395 -1.2885 -3.1071
H -2.5598 -2.3553 -2.7248
H -5.4398 -2.9054 -1.9428
H -4.0898 -3.9347 -1.6811
H -3.6650 -3.9457 -3.9179
C -1.4835 3.5574 -4.3587
C -2.6945 2.9705 -3.6886
C -2.7909 3.4980 -2.2118
C -3.1363 4.9216 -2.0537
C -4.5251 5.0905 -2.6406
C -4.4913 4.8191 -4.1116
N -3.9960 3.3964 -4.3158
O -4.2043 2.7638 -5.5528
C -5.8990 4.9751 -4.5702
C -3.7275 5.8532 -4.9051
C -2.6557 1.4271 -3.6512
H -0.5822 3.0067 -4.0895
H -1.1823 4.5993 -4.2492
H -1.5087 3.4220 -5.4399
H -3.5545 2.9867 -1.6257
H -1.8377 3.2508 -1.7447
H -2.4423 5.6519 -2.4697
H -3.2679 5.1676 -1.0000
H -4.9402 6.0763 -2.4309
H -5.2247 4.4673 -2.0835
H -6.2432 6.0065 -4.4946
H -5.9908 4.7208 -5.6262
H -6.5951 4.3293 -4.0349
H -4.3102 6.3008 -5.7102
H -3.2298 6.6490 -4.3509
H -2.7981 5.4835 -5.3383
H -3.4671 0.9840 -3.0738
H -1.6713 1.2137 -3.2345
H -2.8182 0.9440 -4.6146
H -4.7108 2.0287 -5.1998
C -1.0163 0.9109 0.5369
C 0.3185 0.2740 0.2226
C 1.4643 1.1247 0.7820
C 1.5228 1.1988 2.2514
C 1.7364 -0.2001 2.8448
C 0.8629 -1.3978 2.2882
N 0.4185 -1.1184 0.8997
O -0.5251 -2.0253 0.3266
C 1.7478 -2.7182 2.1091
C -0.2927 -1.5523 3.2263
C 0.5980 0.2545 -1.3322
H -1.3839 0.6904 1.5390
H -1.8298 0.4988 -0.0601
H -1.0959 1.9906 0.4109
H 2.4275 0.8723 0.3385
H 1.2792 2.1864 0.6190
H 0.7243 1.8293 2.6425
H 2.3369 1.8847 2.4859
H 1.7222 -0.1797 3.9346
H 2.7858 -0.4372 2.6702
H 2.6303 -2.5817 1.4841
H 2.2167 -2.9595 3.0631
H 1.1630 -3.5944 1.8290
H 0.0099 -1.8495 4.2304
H -0.9499 -0.6843 3.1727
H -1.0088 -2.3651 3.1049
H 0.5087 1.2202 -1.8298
H -0.1334 -0.3952 -1.8128
H 1.5289 -0.2783 -1.5263
H -1.4089 -1.7282 0.5550
O -0.8869 -2.9630 6.4136
H -1.3480 -3.7283 6.0702
H -0.0989 -3.3210 6.8224
O -2.5840 -0.8949 5.1199
H -1.9583 -1.2978 5.7219
H -2.5859 -1.4705 4.3551
```